{"formula": "C2H3FO2S", "method": "the ωB97M-V functional and the def2-TZVPD basis", "e_tot_ev": -19768.8987, "relative_energy_ev": 1.046, "lumo_energy_ev": 0.3177, "orbital_gap_ha": 0.3594, "elements": ["C", "C", "O", "O", "S", "F", "H", "H", "H"], "positions_angstrom": [[0.047, -0.135, 0.054], [1.479, -0.598, -0.038], [1.869, -1.718, -0.213], [2.348, 0.419, 0.087], [3.934, -0.373, -0.012], [4.747, 0.999, 0.074], [-0.550, -0.975, -0.017], [-0.251, 0.727, -0.780], [-0.235, 0.260, 1.002]], "mulliken_charge": [-0.99, 0.86, -0.55, -0.31, 0.31, -0.21, 0.35, 0.24, 0.31]}